[1]
Entry from OMol25: a structure of composition C4H11NO2 (wB97M-V/def2-TZVPD).

XYZ file:
```
18
C4H11NO2, DFT wB97M-V/def2-TZVPD
C 1.9974 0.7136 -0.4913
N 1.6377 -0.4885 -0.7639
O 1.4072 -0.6411 1.5726
O 1.1729 -1.1562 2.8813
H 1.9809 -0.9113 3.3546
H 0.7592 -0.5705 -1.2757
H 1.6110 -1.1351 0.3472
H 1.4296 1.5863 -0.8043
H 2.8688 0.8617 0.1282
C -1.6207 0.5100 0.5449
C -1.7185 -0.3213 -0.6915
C -1.6361 0.1317 -1.9379
H -1.8550 -1.3867 -0.5279
H -2.4941 0.3511 1.1813
H -1.5629 1.5731 0.3066
H -0.7352 0.2210 1.1197
H -1.7057 -0.5273 -2.7929
H -1.5364 1.1893 -2.1509
```

As for the HOMO energy: -0.309 hartree. The calculation puts the LUMO energy at 0.007 Eh.

[2]
Entry from OMol25: a cluster of 2 separate species, C4H11NO2 in total (wB97M-V/def2-TZVPD).

XYZ file:
```
18
C4H11NO2, DFT wB97M-V/def2-TZVPD
C -1.9976 0.4027 1.8061
C -2.2125 -0.4469 0.6726
O -2.4327 -1.6542 0.7654
O -2.1932 0.3015 -0.4645
H -2.9880 0.4977 2.3844
H -1.6580 1.4839 1.7311
H -1.3813 0.0591 2.6228
H -1.6238 -0.0021 -1.1598
C 1.9906 0.7275 -0.0772
C 2.0773 -0.3872 -1.1430
N 0.8357 -0.8268 -1.6227
H 1.3979 1.5751 -0.5878
H 2.8527 1.2451 0.2706
H 1.2975 0.4654 0.7011
H 2.8344 -0.1886 -1.9943
H 2.5934 -1.2954 -0.6662
H 0.4322 -1.5074 -1.0088
H 0.1753 -0.4493 -2.2299
```

As for the HOMO energy: -0.340 hartree. The calculation puts the LUMO energy at 0.026 Eh. Its SMILES is CC(=O)O.CCN.

For each record above, in turn, the calculated calculated total energy values are -9905.7613, -9910.2940 eV.
For each record above, in turn, the calculated relative energy (zero: lowest compared OMol25 entry of this formula, charge and spin) values are 149.44, 44.92 kcal per mole.